Entry 1:
The following is a DFT calculation (ωB97M-V/def2-TZVPD) of a molecular structure, C57H101MnN2O5P2Sb in a non-equilibrium geometry.

Structure (XYZ):
```
169
Properties=species:S:1:pos:R:3:forces:R:3:mulliken_spin:R:1
Mn -1.449771 -1.180147 -0.312633 -0.38 1.26 0.72 4.574
C -4.571412 -2.651732 -0.463701 0.08 0.07 -0.03 0.036
N -3.890206 -1.370302 -0.665517 0.13 -0.20 -0.70 0.017
C -3.835395 -1.077964 -2.116617 0.00 0.00 0.16 0.003
C -4.609143 -0.295511 0.029206 0.01 -0.08 0.11 0.041
C -3.693630 0.854692 0.404072 0.00 -0.06 0.06 0.052
N -2.517538 0.340167 1.093058 0.22 0.16 -0.07 -0.041
C -1.400758 1.306060 1.262325 -0.34 0.17 0.06 -0.024
C -1.288825 2.321561 0.179513 0.13 0.12 0.10 -0.021
C -1.270540 3.666721 0.530331 -0.01 -0.09 0.12 -0.005
C -1.168744 4.665655 -0.427577 -0.01 0.01 0.02 0.007
C -1.164256 4.223089 -1.742086 -0.01 -0.02 -0.32 0.001
C -1.213511 2.883701 -2.153923 -0.09 0.24 -0.17 0.003
C -1.194424 1.875121 -1.152931 0.14 -0.48 -0.39 0.046
O -1.132836 0.557982 -1.407897 -0.10 0.27 0.30 0.136
C -1.352830 2.687446 -3.683485 0.07 -0.01 0.11 -0.002
C -1.515940 1.238106 -4.134660 -0.04 -0.06 0.00 -0.005
C -0.123361 3.269205 -4.398452 0.14 0.00 -0.04 0.000
C -2.608671 3.430598 -4.176326 -0.04 0.12 -0.05 0.000
C -1.137828 6.163665 -0.099738 0.02 -0.06 -0.07 -0.002
C 0.080378 6.827554 -0.764596 0.02 0.00 -0.03 0.000
C -2.416389 6.838120 -0.624960 -0.04 0.01 -0.04 0.000
C -1.052762 6.403830 1.408073 0.04 0.00 0.10 0.000
C -2.896377 -0.185557 2.407224 0.08 -0.02 -0.13 0.057
C -1.758499 -0.619920 3.277349 -0.09 0.01 0.15 -0.007
C -1.680336 -0.102329 4.558322 -0.06 0.19 -0.06 -0.005
C -0.764573 -0.582755 5.481944 0.02 -0.10 0.13 0.009
C -0.014998 -1.678300 5.073598 0.09 -0.15 -0.03 0.002
C -0.071000 -2.262847 3.797396 0.05 -0.09 0.19 0.009
C -0.899794 -1.642369 2.823285 0.16 -0.12 -0.44 -0.006
O -0.940510 -1.974846 1.525767 0.19 -0.25 0.44 -0.027
C 0.605657 -3.653123 3.645077 -0.05 0.17 0.01 0.001
C 1.771479 -3.838587 4.626332 0.11 -0.11 0.07 0.001
C 1.163955 -3.969821 2.257691 0.16 0.13 0.00 0.012
C -0.478340 -4.697212 3.978160 -0.02 -0.06 0.07 0.001
C -0.679730 0.023580 6.887557 -0.06 -0.01 -0.07 -0.001
C -2.034042 -0.120683 7.605318 -0.05 -0.02 -0.03 0.000
C 0.384242 -0.665834 7.739749 0.12 -0.05 0.07 0.000
C -0.327532 1.514521 6.787155 0.04 0.11 -0.03 0.001
H -5.606996 -2.613893 -0.821732 -0.08 0.01 -0.02 0.004
H -4.574818 -2.911789 0.595485 0.00 0.03 -0.03 -0.005
H -4.052016 -3.435842 -1.017544 -0.02 0.07 0.02 -0.003
H -4.841727 -0.962819 -2.536637 -0.10 -0.01 0.02 0.002
H -3.334092 -1.891200 -2.642506 0.03 0.00 0.06 -0.004
H -3.266088 -0.165555 -2.284908 -0.02 0.00 0.06 0.031
H -5.066691 -0.718883 0.922476 -0.03 -0.01 0.01 0.003
H -5.421090 0.078835 -0.600198 -0.15 0.03 -0.04 -0.002
H -4.255822 1.557495 1.030780 -0.06 0.12 0.06 0.002
H -3.385110 1.394300 -0.485259 0.03 0.01 -0.06 -0.025
H -0.483566 0.730447 1.322788 0.31 -0.24 0.05 0.058
H -1.504702 1.822293 2.219779 -0.05 0.09 0.11 0.007
H -1.343058 3.917043 1.587695 0.02 -0.08 -0.16 0.002
H -1.139964 4.981372 -2.524399 -0.03 -0.15 0.13 0.000
H -0.754077 0.591462 -3.708108 -0.09 0.08 0.01 -0.013
H -1.458753 1.205245 -5.229140 -0.01 0.00 0.07 -0.001
H -2.494688 0.842331 -3.846290 0.15 0.01 -0.02 0.009
H 0.783496 2.714716 -4.129940 -0.11 0.07 -0.01 0.000
H 0.041916 4.319073 -4.137402 -0.02 -0.13 -0.05 0.000
H -0.254153 3.207693 -5.487320 0.03 -0.01 0.15 0.000
H -3.482645 3.133337 -3.588301 0.05 0.01 -0.07 0.000
H -2.799177 3.183522 -5.230141 0.04 0.06 0.18 0.000
H -2.506285 4.517797 -4.100892 -0.03 -0.13 0.00 0.000
H 0.048728 6.727369 -1.855099 0.00 0.01 0.15 0.000
H 1.010510 6.370681 -0.412429 -0.07 0.03 -0.02 0.000
H 0.108900 7.898534 -0.525444 -0.01 -0.16 -0.04 0.000
H -2.490597 6.756248 -1.714838 0.01 -0.01 0.13 0.000
H -2.425652 7.904587 -0.364445 0.01 -0.16 -0.04 0.000
H -3.304636 6.368201 -0.190907 0.07 0.05 -0.04 0.000
H -0.166494 5.924828 1.840832 -0.11 0.06 -0.05 0.000
H -1.938875 6.024225 1.928389 0.11 0.04 -0.06 0.000
H -0.985311 7.478368 1.605482 -0.01 -0.09 -0.01 0.000
H -3.555677 -1.044937 2.263930 -0.02 -0.04 -0.05 -0.013
H -3.469816 0.585470 2.940731 -0.07 0.01 0.05 0.005
H -2.360617 0.706395 4.828359 0.08 -0.14 -0.04 0.001
H 0.651083 -2.130360 5.799431 -0.12 0.10 -0.15 0.000
H 2.501008 -3.026620 4.534717 -0.09 -0.14 0.01 0.000
H 2.281713 -4.780232 4.393518 -0.05 0.10 0.04 0.000
H 1.447187 -3.900266 5.668231 0.04 -0.01 -0.09 0.000
H 2.031524 -3.339076 2.023498 -0.16 -0.08 0.01 -0.001
H 0.416190 -3.813402 1.494885 -0.11 0.02 -0.12 0.010
H 1.493460 -5.018570 2.234657 -0.04 0.19 0.00 0.000
H -0.743185 -4.642785 5.038501 -0.02 0.01 -0.08 0.000
H -0.124990 -5.716311 3.760974 -0.04 0.19 0.06 0.000
H -1.385861 -4.509385 3.399045 0.13 -0.01 0.12 -0.001
H -2.336133 -1.172389 7.641673 0.02 0.10 0.02 0.000
H -2.822964 0.438295 7.090840 0.10 -0.07 0.05 0.000
H -1.968028 0.257253 8.634014 0.00 -0.04 -0.17 0.000
H 0.138861 -1.718866 7.919652 0.04 0.13 -0.02 0.000
H 0.450409 -0.166697 8.711837 0.01 -0.06 -0.07 0.000
H 1.373049 -0.616835 7.267844 -0.13 0.00 0.07 0.000
H -1.046707 2.054757 6.161161 0.10 -0.07 0.10 0.000
H 0.666342 1.646080 6.345167 -0.13 0.00 0.04 0.000
H -0.325850 1.977819 7.782146 0.00 -0.07 -0.14 0.000
C 2.613597 2.802147 -1.239332 -0.03 0.07 -0.02 0.000
C 3.232193 2.563787 0.148626 -0.14 -0.02 0.04 0.000
C 4.753906 2.616769 0.020956 0.13 0.10 0.03 0.000
C 2.760338 3.699219 1.065528 0.06 0.10 0.00 0.001
P 2.488198 0.939074 0.792940 -0.02 0.19 -0.26 0.006
C 3.467493 -0.276171 -0.188243 0.00 -0.04 -0.14 -0.005
C 2.886889 -0.617263 -1.415944 0.11 0.06 -0.10 -0.019
C 3.547669 -1.430673 -2.333600 0.09 0.27 0.05 0.003
C 4.790716 -1.963782 -2.019694 -0.05 0.08 0.03 0.000
C 5.363128 -1.676043 -0.784540 -0.09 0.03 0.06 0.000
C 4.713779 -0.833908 0.113896 0.08 -0.03 -0.10 0.001
C 2.984312 0.739337 2.584287 0.01 -0.07 0.07 0.002
C 1.864386 1.426145 3.394627 0.00 0.04 0.10 0.002
C 4.340678 1.279088 3.049109 0.06 -0.02 0.14 0.000
C 2.883823 -0.759991 2.887643 0.01 -0.06 0.07 -0.003
H 2.871359 3.818324 -1.573902 -0.03 -0.18 0.04 0.000
H 1.520974 2.721739 -1.218344 0.09 0.01 0.01 0.001
H 3.001670 2.101480 -1.984461 -0.03 0.00 0.06 0.000
H 5.027937 3.553381 -0.485814 0.00 -0.13 0.09 0.000
H 5.148894 1.792478 -0.578486 -0.06 0.04 0.03 0.000
H 5.254667 2.609845 0.994073 -0.08 0.00 -0.20 0.000
H 3.070038 4.657680 0.630567 -0.04 -0.07 0.02 0.000
H 3.199958 3.638028 2.064833 -0.09 0.04 -0.17 0.000
H 1.670962 3.710546 1.158722 -0.01 0.00 -0.02 0.000
H 1.893786 -0.237413 -1.650987 0.05 0.02 -0.02 0.015
H 3.086568 -1.650845 -3.292570 0.12 0.09 0.19 -0.003
H 5.309385 -2.598979 -2.729279 -0.02 0.01 0.04 0.000
H 6.327659 -2.098054 -0.521058 -0.07 0.04 -0.03 0.000
H 5.200712 -0.609859 1.055052 -0.03 0.01 -0.07 0.000
H 1.742821 2.483985 3.138468 0.02 -0.19 0.07 0.001
H 2.107651 1.362330 4.463288 -0.02 0.00 -0.10 0.000
H 0.901007 0.923682 3.247380 0.12 0.03 0.00 0.000
H 4.357173 2.371595 3.070297 0.03 -0.14 0.00 0.000
H 5.179692 0.947583 2.432806 -0.11 -0.03 0.07 0.000
H 4.523681 0.930313 4.075165 -0.02 0.07 -0.12 0.000
H 1.921061 -1.156199 2.548329 0.11 0.04 0.04 -0.004
H 2.929219 -0.908397 3.975224 -0.01 0.04 -0.15 0.000
H 3.681589 -1.349697 2.426466 -0.09 0.10 0.09 0.000
C 1.647551 -3.648584 -0.994835 -0.27 -0.19 -0.08 -0.002
O 0.465210 -3.887000 -1.798423 0.41 -0.03 0.07 0.025
P -0.985044 -3.472389 -1.276994 0.25 -0.21 0.07 -0.002
O -1.234376 -4.692188 -0.270381 -0.32 -0.15 0.55 0.011
C -2.196929 -4.642980 0.811986 -0.02 -0.09 -0.33 0.014
O -1.858767 -3.831519 -2.562993 -0.27 -0.45 -0.28 -0.019
C -1.855377 -5.153138 -3.153495 0.11 0.26 0.01 0.004
H 2.500123 -3.672549 -1.666144 -0.10 -0.04 -0.02 -0.004
H 1.741202 -4.426755 -0.244420 -0.04 -0.09 0.01 0.002
H 1.615045 -2.673730 -0.506461 -0.13 -0.02 -0.01 0.005
H -1.825508 -5.291259 1.595913 0.10 -0.11 -0.07 0.001
H -3.163073 -5.014443 0.467269 0.08 -0.04 -0.07 -0.001
H -2.293305 -3.633939 1.212677 0.10 0.00 -0.10 0.012
H -2.804977 -5.270478 -3.666612 -0.04 0.03 -0.02 0.000
H -1.038150 -5.229167 -3.869750 0.01 0.02 0.03 0.000
H -1.744649 -5.924742 -2.395561 0.00 0.03 0.09 0.000
C -2.339846 -1.831296 -6.027851 0.13 -0.13 0.08 0.000
C -0.989152 -2.543484 -5.875009 -0.23 0.13 -0.01 0.001
Sb 0.325043 -1.817620 -4.318361 0.02 -0.13 -0.01 0.020
C 1.434947 -0.317602 -5.409429 -0.04 0.13 -0.22 0.001
C 1.000834 -0.075492 -6.861508 0.06 0.04 0.12 0.000
C 1.696886 -3.448008 -4.710020 0.14 -0.04 -0.13 0.001
C 2.388974 -3.414040 -6.077933 -0.02 -0.05 0.09 0.000
H -3.005999 -2.389739 -6.692260 0.03 0.03 0.02 0.000
H -2.223063 -0.834056 -6.452752 0.03 0.03 0.03 0.000
H -2.853553 -1.716727 -5.066764 0.08 -0.03 -0.08 0.001
H -0.431154 -2.534045 -6.812650 -0.09 -0.04 -0.01 0.000
H -1.141567 -3.592393 -5.599382 -0.01 0.06 -0.06 0.000
H 2.492812 -0.596780 -5.356019 -0.12 0.05 -0.04 0.000
H 1.325946 0.591582 -4.815103 0.03 0.02 -0.11 -0.001
H 1.123173 -0.972054 -7.478000 -0.01 0.10 0.09 0.000
H 1.596137 0.721005 -7.321762 -0.06 -0.07 0.04 0.000
H -0.051743 0.228429 -6.924757 0.18 -0.08 0.04 0.000
H 1.091626 -4.352951 -4.600677 0.07 0.01 -0.02 0.001
H 2.432029 -3.472538 -3.899678 -0.10 -0.09 -0.16 0.000
H 1.667607 -3.457259 -6.901130 0.07 0.01 0.13 0.000
H 3.066200 -4.266184 -6.196741 -0.04 0.05 -0.01 0.000
H 2.986643 -2.506060 -6.214058 -0.09 -0.13 0.04 0.000
```
Forces are in eV/Å.

Its multiplicity is 6. The gap between HOMO and LUMO (spin up / spin down) is 7.62 / 7.70 eV. The calculation puts the LUMO energy (spin up / spin down) at 0.49 / 0.49 eV. Its expectation value of S² is 8.756.

---

Entry 2:
The following is a DFT calculation (ωB97M-V/def2-TZVPD) of a molecular structure, C10H14BCrN7O2 in a non-equilibrium geometry.

Structure (XYZ):
```
35
Properties=species:S:1:pos:R:3:forces:R:3:mulliken_spin:R:1
H 1.589615 3.607266 1.319800 0.25 0.03 -0.22 -0.012
N 1.016749 1.891456 0.205798 -2.83 2.45 -1.56 -0.024
B -0.073080 0.378813 -1.665450 -0.96 -0.15 -1.80 0.018
N 0.370633 1.722822 -1.023921 1.54 0.74 0.86 0.059
C 0.466155 2.880313 -1.702592 -0.20 -0.38 1.10 0.035
Cr 2.130152 0.819400 1.239517 0.84 -0.40 2.54 3.693
H 0.174802 2.876374 -2.745561 -0.13 0.32 0.28 0.003
C 0.986724 3.857768 -0.850674 -0.16 0.08 -0.30 0.001
H 1.139628 4.881086 -1.120625 0.01 0.29 0.10 0.001
C 1.268231 3.226570 0.357637 -0.43 -1.16 -1.36 0.065
H 0.106920 0.517946 -2.882700 0.12 -0.02 0.60 0.001
C -2.197374 -2.455573 4.314429 1.23 -0.82 -1.22 0.000
H -1.656101 -3.264744 4.813036 -0.09 0.13 -0.06 0.000
H -1.476349 -1.714617 3.956605 -0.14 -0.11 0.07 0.000
H -2.739438 -2.866536 3.457778 0.08 0.09 0.14 0.000
N -1.637497 -0.029832 -1.705163 -0.51 -0.17 1.28 0.004
N 1.000556 -0.632457 -1.190407 1.58 0.03 0.85 0.041
N -2.399838 -0.282126 -0.580700 0.38 -0.03 0.24 0.000
N 1.688228 -0.559755 0.022014 -1.00 -2.96 -1.45 -0.007
C -2.440597 -0.191159 -2.811425 -0.38 -0.11 0.71 0.000
C 1.608455 -1.554818 -1.962320 -0.32 0.27 1.12 0.031
H -2.030001 -0.025613 -3.797166 -0.14 -0.06 0.04 0.000
H 1.292832 -1.622392 -2.995672 0.09 -0.34 0.22 0.003
C -3.724998 -0.554614 -2.384300 1.21 0.28 0.34 0.000
C 2.575882 -2.212691 -1.197490 -0.22 -0.07 -0.28 0.000
C -3.637208 -0.603064 -0.962942 1.11 0.38 -1.06 0.000
C 2.555152 -1.609548 0.059581 -0.81 0.80 -1.23 0.074
H -4.606677 -0.757885 -2.961401 0.04 0.01 -0.29 0.000
H 3.204942 -3.007289 -1.548445 0.06 -0.16 0.11 0.001
H -4.440106 -0.863710 -0.264186 0.66 0.23 -0.17 0.000
H 3.056583 -1.849201 0.985944 0.33 0.09 -0.14 -0.012
H -2.866297 -2.010848 4.981015 -1.07 0.72 1.07 0.000
O 2.399368 0.981056 4.211880 0.88 -0.26 -1.21 0.006
N 3.054668 0.717869 3.183394 0.35 -0.16 0.71 0.003
O 4.239293 0.309735 3.244701 -1.36 0.43 -0.03 0.016
```
Forces are in eV/Å.

Its multiplicity is 5. The gap between HOMO and LUMO (spin up / spin down) is 8.15 / 8.12 eV. The calculation puts the LUMO energy (spin up / spin down) at -0.71 / -0.74 eV. Its expectation value of S² is 6.017.

---

Entry 3:
The following is a DFT calculation (ωB97M-V/def2-TZVPD) of 4 unconnected molecules or ions with the total composition C3H13NO4 in a non-equilibrium geometry.

Structure (XYZ):
```
21
Properties=species:S:1:pos:R:3:forces:R:3:mulliken_charge:R:1
C -1.427479 0.646653 1.950356 4.62 1.85 -2.45 -0.818
N -0.189548 -0.122866 2.395965 -2.28 -0.29 -3.21 -0.406
C 0.704598 -0.214129 1.260068 3.70 1.54 -0.14 0.304
C 1.311515 -1.546619 0.979697 1.94 1.62 -4.09 -0.236
O 2.055426 -1.822977 0.013943 -1.86 0.68 2.55 -0.557
H -1.218092 1.749194 1.767118 -0.02 -0.82 0.97 0.271
H -1.676422 0.449531 0.903849 -0.14 -1.07 0.38 0.254
H -2.183182 0.518741 2.583753 -3.14 -0.57 2.48 0.396
H 0.226528 0.186952 3.229581 0.45 0.75 0.86 0.248
H 1.734536 0.401933 1.394910 -2.28 -0.63 -0.35 0.171
H 0.308134 0.070868 0.274973 -0.19 0.63 0.49 -0.059
H 0.943822 -2.196963 1.648586 -0.82 -3.58 2.62 0.479
O 0.073512 -2.280834 -2.162770 5.30 5.77 1.23 -0.668
H -0.554473 -2.896325 -2.200911 -3.84 -3.69 1.01 0.245
H 0.430090 -1.849503 -1.282206 -1.43 -2.17 -2.46 0.376
O -0.579968 2.509971 -1.332650 0.75 -1.61 -1.07 -0.579
H -0.800591 2.000193 -2.149085 0.39 0.42 1.17 0.315
H -1.245421 3.157859 -1.276570 -1.31 1.39 0.17 0.285
O 0.816048 0.355626 -2.295771 0.52 2.11 -1.21 -0.656
H 0.252441 -0.244549 -2.784099 -0.04 -0.56 -0.32 0.350
H 1.018527 1.127242 -2.918731 -0.31 -1.77 1.36 0.286
```
Forces are in eV/Å.

The calculation puts the relative energy (zero: lowest compared OMol25 entry of this formula, charge and spin) at 90.9 kcal per mole. The gap between HOMO and LUMO is 9.55 eV. The calculation puts the LUMO energy at 0.53 eV. Its structure (SMILES) is CNCC=O.O.O.O.

---

Entry 4:
The following is a DFT calculation (ωB97M-V/def2-TZVPD) of a molecular structure, C9H6EuN2O4 in a non-equilibrium geometry.

Structure (XYZ):
```
22
Properties=species:S:1:pos:R:3:forces:R:3:mulliken_spin:R:1
Eu 0.006870 0.763067 -0.026847 0.01 0.43 0.81 6.978
O 0.029785 3.704123 -1.976807 -0.02 -1.22 0.57 0.012
C 0.018930 2.715395 -1.441490 0.03 3.32 -2.03 0.012
C 1.783788 -0.937299 0.492166 2.31 -1.24 0.72 -0.004
O 2.748362 -1.442631 0.772145 -1.12 0.42 -0.32 0.008
C -1.804522 -0.904901 0.476702 -2.36 -1.21 0.71 -0.004
O -2.780568 -1.392407 0.749058 1.15 0.41 -0.32 0.008
C -0.000847 -0.972469 -1.790134 0.00 -3.83 -6.72 0.006
O -0.001001 -1.550786 -2.804255 0.00 2.77 5.20 0.014
N -0.024716 -1.204145 3.184427 0.00 -0.12 0.32 0.002
C -0.013187 0.131975 3.360911 0.01 1.39 -0.79 -0.005
C -0.013130 0.745068 4.613964 0.01 0.52 0.09 0.000
C -0.000341 2.132674 4.699574 -0.01 -0.90 0.28 0.000
C 0.011661 2.928759 3.552716 0.02 0.52 -1.50 -0.003
C 0.011419 2.298422 2.310314 -0.02 -0.76 2.46 -0.003
N -0.001436 0.925393 2.271401 0.01 0.33 -0.70 -0.018
H -0.025074 -1.698738 2.311232 0.00 0.29 0.02 0.001
H -0.033482 -1.768010 4.006383 -0.01 -0.43 0.32 0.000
H -0.022638 0.095381 5.468056 0.00 0.12 0.51 0.000
H -0.000463 2.602287 5.679934 0.00 -0.08 -0.17 0.000
H 0.021631 4.019120 3.605838 0.00 -0.40 0.09 0.000
H 0.020757 2.884720 1.368810 0.00 -0.33 0.43 -0.003
```
Forces are in eV/Å.

Its total charge is +2. The calculation puts the relative energy (zero: lowest compared OMol25 entry of this formula, charge and spin) at 0.0 kcal per mole. Its multiplicity is 8. The gap between HOMO and LUMO (spin up / spin down) is 7.09 / 7.21 eV. The calculation puts the LUMO energy (spin up / spin down) at -8.67 / -8.56 eV. Its expectation value of S² is 15.760.

---

Energy / eV: -130404.8323; -54217.7294; -12999.2248; -39912.1225